No. 1
A molecular structure, C35H20ClIN6O9SSeTi. Source: the Open Molecules 2025 dataset; level of theory: ωB97M-V/def2-TZVPD.

Positions of all 75 atoms, in Å:
Ti (-0.887, 0.466, -0.408)
O (-3.248, -4.045, -3.890)
C (-2.800, -2.989, -3.174)
C (-2.107, -1.933, -3.766)
C (-1.695, -0.907, -2.943)
N (-1.879, -0.957, -1.637)
C (-2.608, -1.910, -1.072)
C (-3.098, -2.963, -1.809)
C (-2.894, -1.584, 0.385)
O (-3.593, -2.315, 1.056)
O (-2.379, -0.446, 0.714)
C (-1.116, 0.430, -3.359)
O (-1.034, 0.743, -4.524)
O (-0.860, 1.157, -2.318)
H (-2.985, -3.944, -4.812)
H (-1.926, -1.866, -4.831)
H (-3.697, -3.729, -1.337)
Se (3.706, -2.830, 5.197)
N (3.083, -3.439, 3.593)
C (2.240, -2.510, 3.162)
C (1.520, -2.611, 1.926)
C (1.602, -3.753, 1.117)
C (0.983, -3.766, -0.104)
C (0.269, -2.624, -0.509)
N (0.115, -1.559, 0.250)
C (0.727, -1.530, 1.465)
C (0.553, -0.378, 2.274)
N (-0.234, 0.627, 1.799)
C (-0.497, 1.648, 2.576)
C (0.026, 1.779, 3.874)
C (0.879, 0.816, 4.341)
C (1.168, -0.303, 3.543)
C (2.058, -1.344, 3.986)
N (2.728, -1.290, 5.125)
H (2.188, -4.592, 1.472)
H (1.042, -4.615, -0.770)
H (-0.162, -2.593, -1.499)
H (-1.121, 2.424, 2.156)
H (-0.233, 2.648, 4.462)
H (1.337, 0.881, 5.320)
Cl (-5.144, 6.262, -1.807)
C (-3.982, 5.070, -1.292)
C (-2.820, 5.476, -0.708)
C (-1.858, 4.535, -0.275)
I (-0.115, 5.211, 0.613)
C (-2.071, 3.187, -0.446)
O (-1.222, 2.280, -0.028)
C (-3.290, 2.766, -1.066)
N (-3.441, 1.433, -1.202)
C (-4.544, 0.977, -1.729)
C (-5.584, 1.817, -2.180)
C (-5.440, 3.170, -2.064)
C (-4.262, 3.692, -1.487)
H (-2.629, 6.531, -0.570)
H (-4.639, -0.103, -1.817)
H (-6.475, 1.382, -2.612)
H (-6.210, 3.849, -2.403)
C (6.523, -0.667, 2.154)
C (5.468, -0.389, 1.119)
C (4.590, -1.393, 0.721)
C (3.602, -1.137, -0.215)
C (3.469, 0.136, -0.742)
C (4.349, 1.144, -0.386)
C (5.347, 0.872, 0.539)
S (2.032, 0.512, -1.698)
O (1.594, -0.673, -2.403)
O (2.281, 1.699, -2.459)
O (1.074, 0.788, -0.530)
H (6.186, -1.431, 2.856)
H (6.765, 0.232, 2.720)
H (7.444, -1.024, 1.687)
H (4.654, -2.377, 1.174)
H (2.924, -1.916, -0.527)
H (4.226, 2.133, -0.808)
H (6.024, 1.663, 0.841)

- Charge: -1
- ⟨S²⟩: 0.7865
- Relative energy (zero: lowest compared OMol25 entry of this formula, charge and spin): 22.32 kcal/mol
- Max |F|: 0.0104 hartree/bohr
- Kohn-Sham gap (spin up / spin down): 4.04 / 7.10 eV
- E: -183916.89973 eV
- 2S+1: 2

Mulliken population analysis, charges in e, atoms 1 to 2:
1. Ti -0.976
2. O -0.554


No. 2
A molecular structure, C4H9N2S at a distorted geometry. Source: the Open Molecules 2025 dataset; level of theory: ωB97M-V/def2-TZVPD.

Positions of all 16 atoms, in Å:
C (0.482, 1.845, -0.027)
C (-0.210, 0.724, 0.204)
C (0.331, -1.420, -0.864)
C (-0.280, -0.772, 0.443)
N (1.824, 1.987, 0.002)
N (-1.796, -0.916, 0.625)
S (-2.499, 0.318, -0.510)
H (-0.145, 2.620, -0.531)
H (0.832, -2.309, -0.659)
H (1.162, -0.822, -1.095)
H (-0.304, -1.703, -1.738)
H (0.350, -1.154, 1.370)
H (2.154, 2.925, 0.199)
H (-2.098, -0.719, 1.572)
H (-2.175, -1.850, 0.574)
H (2.372, 1.247, 0.436)

- Charge: +1
- Relative energy (zero: lowest compared OMol25 entry of this formula, charge and spin): 109.52 kcal/mol
- Max |F|: 0.0586 hartree/bohr
- Kohn-Sham gap: 7.56 eV
- E: -18098.77739 eV

Mulliken population analysis, charges in e, atoms 1 to 2:
1. C 0.219
2. C -0.465


No. 3
3 unconnected molecules or ions with the total composition C4H9NO2 at a distorted geometry. Source: the Open Molecules 2025 dataset; level of theory: ωB97M-V/def2-TZVPD.

Positions of all 16 atoms, in Å:
C (1.700, -0.470, 1.246)
C (0.365, -0.756, 1.418)
N (-0.334, 0.407, 1.207)
C (0.530, 1.418, 0.871)
C (1.790, 0.888, 0.849)
H (2.415, -1.270, 1.256)
H (-0.204, -1.617, 1.713)
H (-1.321, 0.436, 1.027)
H (0.159, 2.419, 0.760)
H (2.720, 1.342, 0.580)
H (-5.148, 1.004, -1.516)
H (-5.307, -0.490, -1.899)
O (-4.655, 0.197, -1.728)
H (2.010, -1.521, -2.495)
H (2.674, -0.521, -1.547)
O (2.606, -1.466, -1.743)

- Charge: 0
- SMILES: c1cc[nH]c1.O.O
- Relative energy (zero: lowest compared OMol25 entry of this formula, charge and spin): 36.05 kcal/mol
- Max |F|: 0.0295 hartree/bohr
- Kohn-Sham gap: 8.93 eV
- E: -9878.49727 eV

Mulliken population analysis, charges in e, atoms 1 to 2:
1. C -0.497
2. C -0.271


No. 4
A molecular structure, C3H4AgO3 at a distorted geometry. Source: the Open Molecules 2025 dataset; level of theory: ωB97M-V/def2-TZVPD.

Positions of all 11 atoms, in Å:
C (11.028, -4.132, -1.700)
C (11.043, -2.820, -1.463)
H (10.903, -4.484, -2.723)
H (11.184, -4.857, -0.900)
H (10.645, -2.130, -2.221)
O (11.254, -2.325, -0.211)
C (10.200, -1.889, 0.555)
O (10.524, -1.401, 1.656)
O (9.036, -1.978, 0.118)
Ag (8.127, -0.666, 2.415)
H (7.015, 0.045, 4.058)

- Charge: -1
- Relative energy (zero: lowest compared OMol25 entry of this formula, charge and spin): 0.00 kcal/mol
- Max |F|: 0.0417 hartree/bohr
- Kohn-Sham gap: 8.04 eV
- E: -13317.19473 eV

Mulliken population analysis, charges in e, atoms 1 to 2:
1. C -0.637
2. C 0.022


No. 5
3 unconnected molecules or ions with the total composition C2H9NS at a distorted geometry. Source: the Open Molecules 2025 dataset; level of theory: ωB97M-V/def2-TZVPD.

Positions of all 13 atoms, in Å:
N (2.165, -0.502, 1.712)
H (1.869, -0.178, 0.760)
H (-4.154, 0.890, 0.030)
H (3.157, -0.301, 1.662)
H (1.791, 0.095, 2.457)
C (0.078, -0.845, -1.173)
C (-0.604, 0.386, -0.713)
S (1.026, 0.777, -1.549)
H (-3.598, 1.111, 0.476)
H (0.684, -1.427, -0.447)
H (-0.286, -1.360, -2.038)
H (-0.700, 0.768, 0.211)
H (-1.427, 0.586, -1.388)

- Charge: +1
- ⟨S²⟩: 0.7549
- Relative energy (zero: lowest compared OMol25 entry of this formula, charge and spin): 59.40 kcal/mol
- Max |F|: 0.0939 hartree/bohr
- Kohn-Sham gap (spin up / spin down): 9.99 / 5.24 eV
- E: -14534.39545 eV
- 2S+1: 2

Mulliken population analysis, charges in e, atoms 1 to 2:
1. N -0.615
2. H 0.116


No. 6
2 unconnected molecules or ions with the total composition C5H10O2. Source: the Open Molecules 2025 dataset; level of theory: ωB97M-V/def2-TZVPD.

Positions of all 17 atoms, in Å:
O (2.867, -0.625, -0.869)
C (1.930, -1.179, -0.038)
C (0.467, -0.103, -0.518)
C (-0.362, -0.821, 0.398)
C (-2.215, 0.602, 0.299)
C (-1.582, 1.792, 0.141)
O (0.889, 1.084, -0.291)
H (2.735, 0.346, -0.773)
H (2.069, -0.963, 1.027)
H (1.796, -2.238, -0.270)
H (0.338, -0.455, -1.568)
H (-0.271, -0.620, 1.464)
H (-0.822, -1.770, 0.112)
H (-2.525, 0.255, 1.286)
H (-2.669, 0.091, -0.551)
H (-1.222, 2.368, 0.992)
H (-1.418, 2.233, -0.840)

- Charge: 0
- Relative energy (zero: lowest compared OMol25 entry of this formula, charge and spin): 133.60 kcal/mol
- Max |F|: 0.0191 hartree/bohr
- Kohn-Sham gap (spin up / spin down): 7.94 / 7.94 eV
- E: -9437.24965 eV

Mulliken population analysis, charges in e, atoms 1 to 2:
1. O -0.469
2. C -0.502


No. 7
C4H5NOS2 in the gas phase at a distorted geometry. Source: the Open Molecules 2025 dataset; level of theory: ωB97M-V/def2-TZVPD.

Positions of all 13 atoms, in Å:
C (1.383, -0.205, 0.636)
C (0.059, -1.017, 0.496)
C (-1.888, 0.544, -0.159)
C (0.573, 1.021, 0.190)
H (2.238, -0.565, -1.554)
H (1.734, -0.113, 1.668)
H (0.071, -1.752, -0.314)
H (-0.323, -1.464, 1.378)
H (-1.990, 1.593, -0.378)
N (-0.597, 0.253, 0.121)
O (0.750, 2.180, -0.043)
S (2.833, -0.651, -0.343)
S (-3.103, -0.534, -0.175)

- Charge: 0
- SMILES: O=C1[C@H](S)CN1C=S
- Relative energy (zero: lowest compared OMol25 entry of this formula, charge and spin): 14.91 kcal/mol
- Max |F|: 0.0269 hartree/bohr
- Kohn-Sham gap: 8.61 eV
- E: -29436.44755 eV

Mulliken population analysis, charges in e, atoms 1 to 2:
1. C 0.051
2. C -0.692


No. 8
6 unconnected molecules or ions with the total composition C24H59NO8 at a distorted geometry. Source: the Open Molecules 2025 dataset; level of theory: ωB97M-V/def2-TZVPD.

Positions of all 92 atoms, in Å:
C (1.578, -0.078, -0.740)
O (1.940, 1.284, -0.640)
C (0.878, 2.152, -1.024)
C (-0.030, 2.468, 0.165)
C (-1.502, 2.700, -0.204)
C (-2.188, 1.377, -0.554)
C (-3.646, 1.505, -1.005)
C (-4.221, 0.287, -1.777)
C (-3.489, -1.040, -1.578)
N (-3.350, -1.404, -0.154)
C (-4.148, -2.383, 0.392)
O (-3.818, -3.063, 1.333)
O (-5.400, -2.433, -0.167)
H (1.909, -0.512, -1.692)
H (2.058, -0.631, 0.074)
H (0.493, -0.210, -0.628)
H (1.325, 3.065, -1.436)
H (0.306, 1.690, -1.843)
H (0.006, 1.621, 0.862)
H (0.361, 3.332, 0.710)
H (-1.591, 3.414, -1.033)
H (-2.000, 3.109, 0.682)
H (-2.157, 0.764, 0.352)
H (-1.595, 0.840, -1.304)
H (-3.730, 2.391, -1.647)
H (-4.271, 1.711, -0.129)
H (-4.226, 0.512, -2.851)
H (-5.265, 0.136, -1.485)
H (-4.010, -1.831, -2.126)
H (-2.485, -0.991, -2.009)
H (-2.396, -1.662, 0.076)
H (-5.405, -3.154, -0.814)
C (-1.628, -5.821, -2.543)
C (-1.899, -4.683, -1.578)
C (-1.445, -4.999, -0.163)
O (-3.291, -4.331, -1.598)
H (-2.169, -6.720, -2.235)
H (-1.965, -5.556, -3.546)
H (-0.564, -6.050, -2.587)
H (-1.388, -3.786, -1.933)
H (-1.977, -5.875, 0.218)
H (-1.655, -4.170, 0.513)
H (-0.375, -5.214, -0.142)
H (-3.787, -5.101, -1.296)
C (4.245, 3.041, -3.029)
C (3.657, 4.424, -3.258)
C (4.162, 5.054, -4.547)
O (3.914, 5.279, -2.144)
H (5.334, 3.098, -2.943)
H (3.855, 2.608, -2.106)
H (4.004, 2.370, -3.855)
H (2.569, 4.350, -3.298)
H (5.248, 5.173, -4.507)
H (3.719, 6.039, -4.692)
H (3.922, 4.432, -5.411)
H (4.869, 5.372, -2.060)
C (2.706, -3.669, -0.790)
C (2.558, -5.006, -1.497)
C (3.907, -5.628, -1.819)
O (1.767, -4.879, -2.681)
H (3.233, -2.956, -1.431)
H (1.726, -3.249, -0.557)
H (3.269, -3.772, 0.138)
H (1.992, -5.690, -0.862)
H (4.473, -4.974, -2.489)
H (3.776, -6.589, -2.316)
H (4.499, -5.780, -0.916)
H (2.236, -4.290, -3.282)
C (-3.447, 1.672, 3.514)
C (-2.313, 0.687, 3.275)
C (-2.280, -0.406, 4.332)
O (-1.061, 1.364, 3.201)
H (-3.315, 2.173, 4.476)
H (-3.459, 2.437, 2.736)
H (-4.415, 1.167, 3.521)
H (-2.443, 0.225, 2.294)
H (-2.115, 0.034, 5.321)
H (-1.468, -1.104, 4.132)
H (-3.217, -0.962, 4.357)
H (-0.878, 1.798, 4.043)
C (2.902, 2.551, 4.122)
C (1.845, 3.641, 4.160)
C (2.333, 4.895, 4.866)
O (0.644, 3.156, 4.765)
H (3.177, 2.256, 5.139)
H (2.522, 1.671, 3.603)
H (3.803, 2.894, 3.613)
H (1.550, 3.890, 3.140)
H (2.592, 4.668, 5.905)
H (1.557, 5.660, 4.870)
H (3.219, 5.300, 4.377)
H (0.841, 2.918, 5.677)

- Charge: 0
- SMILES: COCCCCCCCNC(=O)O.CC(C)O.CC(C)O.CC(C)O.CC(C)O.CC(C)O
- Max |F|: 0.0210 hartree/bohr
- Kohn-Sham gap: 10.07 eV
- E: -43715.10447 eV

Mulliken population analysis, charges in e, atoms 1 to 2:
1. C -0.274
2. O -0.455